100
Properties=species:S:1:pos:R:3:forces:R:3 method="wB97M-V/def2-TZVPD" energy_ha=-2098.1643 homo_lumo_gap_ev=8.99 e_above_lowest_kj_mol=100.19
N 3.192 1.976 -4.307 1.16 -0.17 0.90
C 2.418 1.049 -3.679 -0.53 0.22 -1.16
N 1.231 0.792 -4.297 1.01 -0.78 1.73
O 2.807 0.449 -2.668 -0.20 0.08 -0.75
H 2.930 2.641 -5.004 -0.36 -0.12 -0.17
H 4.135 2.012 -3.953 -0.13 0.32 -0.06
H 0.931 1.327 -5.083 -0.33 -0.16 -0.20
H 0.736 0.015 -3.855 -0.60 0.81 -0.66
N 2.098 0.514 1.490 -1.51 -0.28 1.24
C 0.951 0.306 0.812 0.18 0.44 -1.50
N 1.089 0.082 -0.515 -0.73 -0.20 0.00
O -0.205 0.331 1.293 0.85 -0.27 0.13
H 2.951 0.835 1.073 0.08 -0.08 -0.04
H 1.870 0.671 2.463 0.78 0.46 0.06
H 0.206 -0.062 -0.976 0.18 0.01 -0.30
H 1.919 0.171 -1.086 -0.07 0.05 0.20
N 5.016 -0.088 -0.940 -0.40 0.11 -0.62
C 5.205 -1.196 -0.167 0.20 0.10 1.44
N 4.152 -2.077 -0.192 0.92 0.80 -0.47
O 6.171 -1.296 0.585 -0.45 -0.22 -0.30
H 5.544 0.730 -0.699 0.19 -0.09 -0.14
H 4.222 -0.008 -1.574 0.47 0.25 0.29
H 4.180 -2.904 0.382 -0.21 -0.21 -0.16
H 3.554 -1.944 -0.983 -0.57 -0.60 0.07
N 1.469 3.890 2.302 0.26 -0.35 0.28
C 1.795 3.491 3.571 0.89 1.00 -0.48
N 0.901 2.668 4.157 -0.24 -0.65 0.50
O 2.848 3.860 4.098 -0.49 -0.61 -0.04
H 0.515 3.816 1.977 0.09 0.15 -0.19
H 2.177 4.460 1.881 -0.29 0.25 -0.14
H 1.148 2.304 5.060 -0.16 0.11 0.01
H 0.000 2.455 3.757 0.07 0.04 -0.05
N -3.555 4.074 1.914 0.56 0.55 -0.18
C -2.441 3.319 1.708 0.64 -0.81 1.87
N -2.677 2.062 1.278 0.22 0.05 -0.82
O -1.321 3.671 2.112 -0.97 0.17 -0.78
H -4.461 3.771 1.621 -0.18 0.06 0.14
H -3.430 4.803 2.594 -0.30 0.14 -0.18
H -3.613 1.764 1.088 -0.01 -0.22 -0.05
H -1.885 1.472 1.053 -0.04 -0.10 0.20
C -4.294 0.601 -2.995 0.92 1.10 -0.05
C -3.593 -0.446 -2.152 -2.53 -0.60 0.50
C -4.443 -0.815 -0.914 1.22 -0.41 0.44
O -3.523 -1.664 -2.938 0.86 0.55 0.34
H -3.731 0.622 -3.931 -0.79 -0.08 -0.31
H -4.149 1.607 -2.580 -0.06 -0.63 0.29
H -5.374 0.531 -3.110 0.03 -0.72 -0.16
H -2.610 -0.117 -1.823 0.19 -0.21 -0.43
H -5.182 -1.576 -1.168 -0.36 0.37 -0.14
H -4.888 0.021 -0.376 -0.11 0.09 -0.22
H -3.780 -1.335 -0.216 -0.08 0.09 0.15
H -4.446 -1.914 -3.043 0.07 -0.28 -0.20
C 0.457 -3.145 -2.289 0.42 0.14 -1.06
C 0.236 -2.325 -3.585 -0.82 -1.24 0.80
C -0.420 -3.145 -4.716 1.43 0.32 0.55
O -0.637 -1.203 -3.326 0.70 -0.53 0.27
H 1.079 -3.966 -2.659 -0.04 -0.28 0.59
H -0.413 -3.521 -1.752 -0.23 0.02 -0.32
H 1.044 -2.531 -1.616 0.10 0.02 0.30
H 1.274 -2.062 -3.796 -0.32 0.86 -0.63
H -0.540 -2.498 -5.582 -0.44 -0.03 0.00
H -1.345 -3.565 -4.327 -0.17 -0.01 -0.35
H 0.275 -3.933 -5.015 -0.25 -0.21 0.04
H -1.400 -1.689 -2.974 -0.38 0.70 -0.16
C -1.552 2.210 -3.013 -1.06 -0.50 0.09
C -2.326 3.113 -2.044 1.09 0.03 0.11
C -1.381 4.151 -1.446 -0.93 0.76 0.18
O -3.376 3.796 -2.695 -0.14 0.85 -0.26
H -0.903 1.529 -2.461 0.28 0.21 -0.15
H -1.028 2.769 -3.787 0.25 0.23 0.33
H -2.269 1.586 -3.558 0.49 0.14 0.12
H -2.757 2.583 -1.189 0.20 -0.52 -0.22
H -1.906 4.689 -0.652 0.05 -0.04 0.05
H -1.170 4.918 -2.195 0.33 -0.20 -0.11
H -0.475 3.746 -1.001 0.02 -0.21 -0.24
H -4.062 3.182 -2.970 0.12 0.09 -0.06
C 4.803 -3.541 3.407 0.75 0.66 -0.30
C 3.347 -3.719 3.104 -0.80 0.84 -0.50
C 2.589 -2.397 3.201 -0.34 1.54 0.27
O 3.274 -4.112 1.725 0.44 -0.51 -0.45
H 5.324 -4.489 3.282 0.14 0.03 0.55
H 4.974 -2.997 4.337 -0.11 -0.78 0.45
H 5.297 -2.841 2.721 -0.42 -0.17 -0.49
H 2.914 -4.531 3.694 -0.05 0.22 0.26
H 3.084 -1.608 2.625 0.32 -0.52 -0.40
H 2.501 -1.861 4.154 0.24 -0.85 0.49
H 1.564 -2.364 2.818 0.01 -0.68 -0.11
H 2.406 -4.448 1.491 -0.14 0.07 0.25
C -1.040 -1.948 4.942 0.60 -0.56 0.45
C -1.761 -1.405 3.752 0.18 0.37 -0.83
C -3.285 -1.498 3.848 -0.17 0.20 -0.40
O -1.373 -0.034 3.623 0.00 -0.06 -0.58
H 0.045 -1.881 4.837 0.00 0.11 -0.39
H -1.244 -3.017 5.058 -0.25 0.17 0.46
H -1.239 -1.336 5.824 -0.44 -0.35 0.13
H -1.433 -1.940 2.850 0.03 -0.06 0.05
H -3.692 -2.455 4.183 0.40 0.07 0.68
H -3.797 -1.414 2.884 0.42 0.48 -0.19
H -3.584 -0.642 4.455 -0.36 -0.31 0.24
H -0.835 0.068 2.793 -0.50 0.00 0.68